1.
10
Properties=species:S:1:pos:R:3:forces:R:3 method="wB97M-V/def2-TZVPD" smiles="O=CCP(=S)(Cl)Cl" de_lowest_ev=0.627 gap_ev=9.7173
Cl -2.009 0.000 -1.920 -0.2 0.2 0.1
Cl -2.143 -1.625 0.799 -0.2 -0.2 -0.1
S -1.984 1.658 1.122 0.3 -0.9 -1.1
P -1.509 0.124 0.030 2.8 0.3 0.3
O 2.834 0.301 -0.416 -2.2 -0.7 -0.1
C 0.454 -0.386 -0.021 0.4 -2.3 -2.0
C 1.664 0.553 -0.160 0.9 -0.1 0.6
H 1.463 1.537 0.192 -0.5 1.4 0.2
H 0.778 -1.398 -0.600 -1.5 2.3 0.8
H 0.453 -0.764 0.974 0.4 0.0 1.3

---

2.
8
Properties=species:S:1:pos:R:3:forces:R:3 method="wB97M-V/def2-TZVPD" smiles="[H]/P=C/C(Cl)Cl" de_lowest_ev=2.623 gap_ev=9.7848
Cl 0.846 1.581 1.456 -1.3 -0.8 0.3
Cl -0.343 -1.229 1.968 -0.2 1.6 -0.1
P -0.485 0.236 -1.958 -0.1 -0.5 0.4
C -0.401 0.340 1.017 3.8 -2.7 -3.6
C 0.163 -0.220 -0.508 0.9 1.1 4.0
H 1.175 -0.714 -0.266 -1.9 0.4 -0.8
H -1.377 0.661 0.833 -1.4 0.9 0.7
H 0.422 -0.654 -2.542 0.3 0.1 -0.9

---

3.
11
Properties=species:S:1:pos:R:3:forces:R:3 method="wB97M-V/def2-TZVPD" de_lowest_ev=0.518 total_charge=-1 gap_ev=7.3450
Cl 1.974 2.544 1.957 1.1 0.4 0.4
Cl -0.336 4.410 2.294 0.2 -0.9 -0.3
Cl -0.680 -2.729 1.213 0.5 0.7 0.6
O -1.482 1.824 0.719 -1.3 0.7 -0.4
O 1.311 -0.709 1.148 -0.6 -0.4 0.9
N -0.273 1.963 1.007 0.0 -1.8 -0.1
C 0.703 -0.008 0.341 -1.4 -0.6 -0.2
C 0.327 2.849 1.650 -0.2 1.4 0.5
H -0.330 -0.291 -0.006 0.7 0.5 0.5
H 0.278 -1.635 1.560 -0.1 -0.8 -0.9
H 1.215 0.733 -0.193 0.9 0.9 -1.0

---

4.
8
Properties=species:S:1:pos:R:3:forces:R:3 method="wB97M-V/def2-TZVPD" smiles=FC(F)CCl de_lowest_ev=1.858 gap_ev=11.5789
Cl 1.977 0.341 -0.813 -1.2 -0.4 -0.2
F -0.827 1.414 -0.429 0.7 0.3 0.8
F -1.364 -0.371 -1.279 -0.1 -2.2 0.2
C -0.774 0.028 -0.149 -4.2 4.5 0.0
C 0.533 -0.322 0.150 8.1 -0.5 4.4
H 0.932 -1.321 0.475 -1.5 0.3 -1.1
H 0.887 0.177 1.208 -1.7 -0.7 -2.5
H -1.364 0.055 0.837 0.0 -1.3 -1.7